Entry 1:
80
Properties=species:S:1:pos:R:3:lowdin_charge:R:1 method="wB97M-V/def2-TZVPD" energy_ev=-105970.2698 e_lumo_ev="-8.696 / -11.923" charge=+3 gap_ha="0.2746 / 0.1597" multiplicity=5 max_force_ev_per_a=5.6 e_above_lowest_kcal_mol=12.5
Co 0.7630 0.5866 -1.9702 0.290
P -0.5876 2.3695 0.1936 0.819
P -2.0932 0.1623 -1.3752 0.880
P 2.4388 1.3640 -1.2727 0.706
H 0.5803 1.7770 -4.3335 0.122
C 1.5422 1.4674 -3.8463 -0.132
C 2.0090 0.1725 -3.9144 -0.055
H 1.4177 -0.5717 -4.3969 0.076
C -0.7529 4.0474 -0.5551 -0.230
C -2.0386 2.4451 1.3043 -0.277
C 0.6049 2.6427 1.5533 -0.276
C -3.2870 -1.0000 -2.1561 -0.247
C -2.3492 -0.4736 0.3083 -0.295
C -3.1299 1.7000 -1.7846 -0.227
C 4.1019 1.0373 -1.9431 -0.221
C 2.6505 0.6108 0.3798 -0.238
C 2.4200 3.1539 -1.3995 -0.225
H 2.2670 2.3174 -3.9486 0.107
H 3.0808 0.0208 -4.1036 0.104
H -0.9747 4.7793 0.2301 0.070
H -1.5691 4.0436 -1.2860 0.043
H 0.1609 4.3477 -1.0725 0.021
H -2.0188 3.4183 1.8090 0.069
H -1.9769 1.6627 2.0674 0.044
H -3.0092 2.3401 0.8158 0.031
H 0.1965 3.3351 2.2941 0.067
H 1.5596 3.0313 1.2023 0.020
H 0.7914 1.6818 2.0458 0.025
H -4.1678 -1.2087 -1.5123 0.084
H -2.7592 -1.9476 -2.3684 0.046
H -3.6429 -0.5698 -3.1123 0.064
H -3.2893 -0.1480 0.7701 0.075
H -1.5271 -0.2194 0.9811 0.002
H -2.3645 -1.5685 0.2336 0.046
H -4.1010 1.3906 -2.2330 0.065
H -2.5757 2.2987 -2.5391 0.049
H -3.3419 2.3316 -0.9026 0.018
H 4.8410 1.5582 -1.2958 0.090
H 4.1659 1.4316 -2.9748 0.059
H 4.3091 -0.0526 -1.9369 0.076
H 3.4629 -0.1227 0.3064 0.067
H 1.7671 0.0700 0.7488 0.015
H 2.9252 1.4143 1.0685 0.051
H 3.4074 3.5178 -1.6827 0.078
H 2.1445 3.6183 -0.4617 0.029
H 1.7239 3.4834 -2.1720 0.042
C -0.1388 -3.4101 -3.0775 -0.568
C 0.1741 -2.1533 -2.5236 -0.127
C -0.4218 -1.0169 -3.0966 -0.335
C -1.2168 -1.1057 -4.2619 -0.091
C -1.5035 -2.3670 -4.7697 -0.040
C -1.0395 -3.4906 -4.1345 -0.072
S 0.6985 -4.8483 -2.3701 0.821
H 1.7562 -4.8384 -3.1218 -0.141
H 1.0033 -2.0629 -1.7559 0.124
H -0.0312 0.0538 -3.1499 -0.009
H -1.4769 -0.1740 -4.7557 0.132
H -2.1849 -2.4413 -5.5936 0.129
H -1.2132 -4.5096 -4.5571 0.143
C -0.6113 -3.1141 2.2508 0.023
N -0.3709 -2.4306 3.4833 0.003
C -1.4309 -2.3270 4.4399 -0.117
C -0.8512 -2.0738 5.8327 -0.112
C 0.0807 -0.8817 5.7989 -0.117
N 1.0275 -1.0061 4.7299 0.028
C 2.1918 -0.1551 4.7828 0.039
C 0.7740 -1.6705 3.5488 -0.422
O 1.5457 -1.5986 2.5866 0.067
H -0.7424 -2.4254 1.4235 0.078
H -1.5038 -3.7210 2.3569 0.117
H 0.2328 -3.7513 2.0102 0.128
H -2.1352 -1.5041 4.1845 0.159
H -1.9957 -3.2695 4.4365 0.151
H -0.2996 -2.9740 6.1556 0.146
H -1.6713 -1.8910 6.5488 0.149
H 0.6313 -0.8138 6.7397 0.153
H -0.5141 0.0409 5.6973 0.165
H 1.9544 0.8678 4.4442 0.128
H 2.5452 -0.1073 5.8223 0.126
H 2.9627 -0.5759 4.1322 0.116

=====

Entry 2:
18
Properties=species:S:1:pos:R:3:nbo_charge:R:1 method="wB97M-V/def2-TZVPD" energy_ev=-10369.9550 e_lumo_ev="-4.821 / -4.560" charge=+1 gap_ha="0.2323 / 0.3070" multiplicity=1 max_force_ev_per_a=3.8 e_above_lowest_kcal_mol=197.6
C 4.2665 0.8814 0.0809 0.022
C 3.3040 0.1182 0.0017 -0.227
C 0.4179 -2.1664 -0.0820 -0.007
C -0.8003 -1.5259 -0.3661 -0.116
C 2.2305 -0.6482 0.0389 0.376
C 0.0418 0.4771 -1.1337 -0.224
C -0.9333 0.5140 1.0744 -0.454
N 1.4961 -1.5043 0.3832 -0.347
N -1.0282 -0.0812 -0.2636 -0.424
H 5.2601 1.1259 -0.1657 0.256
H 0.6949 -3.2510 -0.1268 0.277
H -1.6145 -1.9569 -0.9268 0.246
H 0.9047 0.8340 -0.4902 0.206
H 0.0777 -0.0038 -2.0583 0.207
H -0.7033 1.6025 0.9592 0.249
H -2.0062 0.4625 1.5675 0.250
H -0.1720 0.0000 1.8123 0.261
H -1.9641 0.0974 -0.5861 0.448

=====

Entry 3:
55
Properties=species:S:1:pos:R:3:nbo_charge:R:1 method="wB97M-V/def2-TZVPD" energy_ev=-142074.0050 e_lumo_ev="-5.044 / -4.764" charge=+1 gap_ha="0.2299 / 0.2408" multiplicity=1 max_force_ev_per_a=0.9
Co -0.4678 0.2059 1.1503 1.358
C 0.4013 2.0774 3.8581 -0.644
C 0.1329 0.6389 3.5225 -0.030
C -1.1684 0.1025 3.5126 -0.299
C -1.3736 -1.2589 3.3047 -0.145
C -0.2888 -2.1360 3.1901 -0.203
C 0.9897 -1.6234 3.1708 -0.165
C 1.1906 -0.2431 3.2761 -0.220
H -0.4619 2.7102 3.6670 0.238
H 1.2503 2.4589 3.2907 0.229
H 0.6517 2.1582 4.9177 0.247
H -2.0122 0.7558 3.6911 0.246
H -2.3850 -1.6442 3.2832 0.235
H -0.4608 -3.1974 3.0801 0.241
H 1.8408 -2.2785 3.0432 0.239
H 2.1992 0.1526 3.2443 0.238
C 2.1661 0.3448 -0.2509 -0.280
N 0.9657 1.0382 0.2449 -0.491
C 0.7965 2.3207 0.0297 0.160
C -0.3627 2.8850 0.5521 0.024
C -1.0105 4.1288 0.5229 -0.199
C -2.2204 3.9472 1.1763 -0.302
C -2.2765 2.5989 1.5755 0.013
N -1.1539 1.9767 1.2214 -0.508
C 2.4259 0.6042 -1.7140 0.022
C 1.4463 0.2900 -2.6540 -0.244
C 1.6705 0.5181 -4.0010 -0.182
C 2.8793 1.0607 -4.4215 -0.202
C 3.8575 1.3735 -3.4920 -0.194
C 3.6291 1.1480 -2.1395 -0.239
H 2.0180 -0.7185 -0.0779 0.243
H 3.0205 0.6600 0.3536 0.212
H 1.5350 2.8763 -0.5411 0.234
H -0.6402 5.0358 0.0732 0.241
H -2.9837 4.6876 1.3474 0.243
H -3.0811 2.0918 2.0862 0.217
H 0.5019 -0.1344 -2.3289 0.205
H 0.9059 0.2708 -4.7257 0.222
H 3.0553 1.2382 -5.4740 0.226
H 4.7994 1.7959 -3.8154 0.226
H 4.3959 1.3938 -1.4135 0.215
Br -4.8178 -2.9249 -3.7228 0.105
C -3.1939 -3.1918 -2.8022 -0.099
C -2.4333 -4.3245 -3.0616 -0.180
C -1.2349 -4.5250 -2.3889 -0.200
C -0.7952 -3.6004 -1.4586 -0.160
C -1.5693 -2.4699 -1.2096 -0.138
C -2.7733 -2.2552 -1.8779 -0.186
C -1.1085 -1.4813 -0.2407 0.761
O -1.7913 -0.4073 0.0207 -0.620
O -0.0111 -1.5683 0.3978 -0.674
H -2.7787 -5.0456 -3.7896 0.243
H -0.6473 -5.4081 -2.5981 0.235
H 0.1370 -3.7388 -0.9282 0.236
H -3.3601 -1.3699 -1.6765 0.250

=====

Entry 4:
7
Properties=species:S:1:pos:R:3:nbo_charge:R:1 method="wB97M-V/def2-TZVPD" energy_ev=-25474.8897 e_lumo_ev="-2.190 / -0.652" gap_ha="0.2487 / 0.3406" multiplicity=1 max_force_ev_per_a=5.0 e_above_lowest_kcal_mol=107.9
C 0.4456 -0.9658 0.6531 0.070
C 0.9543 0.0189 0.0784 -0.564
S -2.1312 0.9589 0.3277 -0.162
Cl -0.3188 -2.4540 0.3119 0.060
H 1.1118 0.9914 0.5532 0.246
H 1.1253 0.0610 -0.9869 0.220
H -1.1870 1.3897 -0.9374 0.132

=====

Entry 5:
8
Properties=species:S:1:pos:R:3:nbo_charge:R:1 method="wB97M-V/def2-TZVPD" energy_ev=-16150.6676 e_lumo_ev=0.895 gap_ha=0.4146 multiplicity=1 max_force_ev_per_a=4.2 e_above_lowest_kcal_mol=9.5
H -0.8178 -0.9717 -2.4584 0.376
N -0.5135 -0.9721 -1.4916 -0.641
C -0.2379 0.1284 -0.8533 0.343
C 0.2179 0.1863 0.6591 -0.657
Cl -0.2987 1.7450 -1.7975 -0.135
H 1.3342 0.5754 0.7843 0.241
H 0.0927 -0.8227 0.9509 0.243
H -0.4124 0.8696 1.1235 0.230

=====

Entry 6:
8
Properties=species:S:1:pos:R:3:nbo_charge:R:1 method="wB97M-V/def2-TZVPD" energy_ev=-30934.8592 e_lumo_ev="-0.784 / -0.784" gap_ha="0.3166 / 0.3166" multiplicity=1 max_force_ev_per_a=6.3 e_above_lowest_kcal_mol=61.4
N 0.3268 -0.2048 2.7252 -0.208
C 0.0147 0.0723 1.6438 0.173
C -0.5032 0.6395 0.4803 0.187
N -0.9427 1.4131 -0.3133 -0.376
S -1.3001 2.3209 -1.4469 0.213
N -1.5013 -2.2335 0.4879 -0.287
C -0.6078 -2.0334 -0.2318 0.119
Cl 0.7350 -1.8453 -1.0982 0.179

=====

Entry 7:
92
Properties=species:S:1:pos:R:3:lowdin_charge:R:1 method="wB97M-V/def2-TZVPD" energy_ev=-95491.8184 e_lumo_ev="-9.821 / -11.333" charge=+3 gap_ha="0.2401 / 0.1839" multiplicity=2 max_force_ev_per_a=1.1 e_above_lowest_kcal_mol=0.0
Hf -0.2713 0.6132 -0.1272 1.489
C 0.0239 3.7316 -2.8716 -0.479
C 0.4957 2.5664 -3.7335 -0.436
S 0.8843 1.0516 -2.8098 0.870
C 0.3823 -0.2142 -4.0139 -0.387
C -2.0211 -1.0121 -3.4260 -0.273
S -3.0020 0.9212 -0.6218 0.809
C -3.6190 2.0755 -1.8391 -0.560
C -2.6577 3.0850 -2.4779 -0.460
S -1.1173 3.2878 -1.5587 0.861
H -0.4470 4.4874 -3.5007 0.111
H 0.8535 4.2156 -2.3652 0.066
H 1.4099 2.8503 -4.2547 0.108
H -0.2446 2.3123 -4.4890 0.074
H 0.7170 -1.1681 -3.6008 0.085
H 0.9827 -0.0308 -4.9043 0.108
H -2.9896 -0.4859 -3.3629 0.174
H -1.2121 -0.6695 -5.3697 0.140
H -4.4485 2.5698 -1.3174 0.099
H -4.1235 1.4742 -2.6012 0.084
H -3.1412 4.0608 -2.4996 0.100
H -2.4363 2.8120 -3.5096 0.081
C -2.8393 -1.5232 2.7079 0.019
C -2.1855 -0.4119 2.2215 -0.147
N -1.4256 -0.7392 1.1585 -0.138
N -1.6090 -2.0815 0.9389 0.055
C -2.4451 -2.5547 1.8804 0.007
B -1.0132 -2.8774 -0.2444 -0.604
N -1.6620 -2.3052 -1.7011 0.097
C -2.1300 -3.1641 -2.7227 0.049
C -2.3509 -2.4004 -3.7979 0.089
C -1.0984 -0.2173 -4.3846 -0.136
N -1.5536 -1.1122 -2.0526 0.051
N 0.4575 -2.5595 -0.4949 0.031
C 1.4431 -3.3782 -0.9239 -0.003
C 2.5149 -2.6156 -1.3304 0.010
C 2.1127 -1.3089 -1.1284 -0.176
N 0.8597 -1.2519 -0.6499 -0.108
N -1.3845 -4.3067 -0.1321 -0.045
C -2.6500 -4.8504 -0.1518 -0.121
C -2.5406 -6.1747 0.1391 -0.014
C -1.1540 -6.3744 0.3562 -0.093
N -0.4651 -5.2659 0.2050 0.090
H -3.4860 -1.5858 3.5668 0.134
H -2.1940 0.5978 2.5982 0.117
H -2.6876 -3.6039 1.9302 0.141
H -2.2363 -4.2221 -2.5532 0.140
H -2.7310 -2.7122 -4.7601 0.155
H -1.4781 0.7971 -4.4809 0.092
H 1.3098 -4.4453 -0.8681 0.126
H 3.4675 -2.9668 -1.6894 0.132
H 2.6759 -0.4030 -1.2771 0.073
H -3.5281 -4.2556 -0.3595 0.135
H -3.3325 -6.9019 0.2005 0.118
H -0.6429 -7.2891 0.6167 0.126
C 4.1146 1.2213 0.1534 -0.150
Si 2.7491 2.1659 0.9946 0.441
C 2.0131 3.3322 -0.2726 -0.188
C 3.4576 3.2330 2.3292 -0.145
C 1.3014 1.0558 1.5675 -0.413
C 0.2978 1.9761 2.1632 -0.429
C 0.2989 2.5813 3.4306 -0.016
C -0.7134 3.4453 3.7676 0.021
C -1.7559 3.7030 2.8587 -0.011
C -1.7406 3.0559 1.6616 -0.160
N -0.7403 2.1998 1.3258 -0.134
Si 1.8908 -0.2752 2.8408 0.456
C 0.4828 -0.7660 3.9611 -0.147
C 3.2708 0.3617 3.9031 -0.164
C 2.5418 -1.8131 2.0343 -0.153
H 5.0468 1.7702 0.3119 0.061
H 3.9715 1.1692 -0.9299 0.029
H 4.2725 0.2156 0.5448 0.028
H 2.8014 3.8897 -0.7876 0.072
H 1.3098 4.0504 0.1593 0.057
H 1.4853 2.7637 -1.0450 -0.073
H 3.8325 4.1508 1.8660 0.059
H 4.3006 2.7517 2.8240 0.043
H 2.7414 3.5304 3.0939 0.032
H 1.0985 2.3624 4.1235 0.115
H -0.7088 3.9335 4.7344 0.137
H -2.5568 4.3873 3.0993 0.129
H -2.5327 3.1977 0.9379 0.084
H -0.1982 0.0497 4.2138 0.029
H 0.9156 -1.1153 4.9022 0.059
H -0.1006 -1.5937 3.5513 0.025
H 3.0548 1.2897 4.4349 0.037
H 4.1911 0.5071 3.3320 0.042
H 3.4864 -0.3988 4.6594 0.058
H 1.7489 -2.4794 1.6876 0.028
H 3.1083 -2.3615 2.7928 0.064
H 3.2277 -1.6175 1.2120 0.018